Record 1
{"formula": "C4H5NO2", "method": "ωB97M-V/def2-TZVPD", "relative_energy_kj_mol": 511.3, "homo_lumo_gap_ev": [7.57, 7.57], "lumo_energy_ev": [-0.35, -0.35], "molar_mass_da": 99.09, "charge": 0, "elements": ["N", "C", "C", "C", "O", "C", "O", "H", "H", "H", "H", "H"], "positions_angstrom": [[-2.340, -0.796, -0.209], [-1.283, -0.589, 0.553], [0.020, -0.747, 0.302], [1.093, 0.119, 0.173], [2.398, -0.274, 0.242], [0.957, 1.606, 0.081], [-0.119, 2.140, -0.047], [-3.266, -0.747, 0.188], [-2.302, -0.960, -1.211], [0.531, -0.750, -0.828], [2.406, -1.175, 0.598], [1.905, 2.172, 0.157]]}

***

Record 2
{"formula": "C4H15NO3", "method": "ωB97M-V/def2-TZVPD", "relative_energy_kj_mol": 93.1, "homo_lumo_gap_ev": 8.97, "lumo_energy_ev": 0.70, "smiles": "C=CNCC.O.O.O", "molar_mass_da": 125.17, "charge": 0, "elements": ["C", "C", "N", "C", "C", "H", "H", "H", "H", "H", "H", "H", "H", "H", "H", "H", "O", "H", "H", "O", "H", "H", "O"], "positions_angstrom": [[1.629, 1.818, 1.341], [1.008, 0.735, 0.892], [1.251, 0.191, -0.393], [0.840, -1.227, -0.532], [1.100, -1.597, -2.015], [1.491, 2.164, 2.351], [2.327, 2.466, 0.793], [0.372, 0.105, 1.518], [2.081, 0.496, -0.877], [1.474, -1.843, 0.116], [-0.209, -1.286, -0.295], [0.710, -0.740, -2.565], [2.173, -1.632, -2.154], [0.811, -2.531, -2.520], [-1.874, 0.949, -1.898], [-0.685, 1.092, -0.977], [-1.529, 1.526, -1.193], [-1.781, -0.722, 1.262], [-2.084, -1.693, 2.348], [-1.377, -1.498, 1.710], [-2.484, 1.206, 0.225], [-2.508, 1.290, 1.813], [-2.738, 0.731, 1.049]]}

***

Record 3
{"formula": "C4H12NO2S", "method": "ωB97M-V/def2-TZVPD", "relative_energy_kj_mol": 349.0, "spin_multiplicity": 2, "homo_lumo_gap_ev": [8.02, 6.80], "lumo_energy_ev": [-1.39, -2.61], "molar_mass_da": 138.21, "charge": 0, "s_squared": 0.755, "elements": ["C", "C", "C", "S", "N", "C", "O", "H", "H", "H", "H", "H", "H", "H", "H", "H", "H", "H", "H", "O"], "positions_angstrom": [[-0.051, -0.568, -1.347], [-0.250, -0.397, 0.137], [-1.486, 0.397, 0.571], [-3.075, -0.508, 0.355], [1.001, -0.170, 0.827], [1.532, 1.238, 0.770], [1.941, 1.605, -0.469], [-0.925, -1.000, -1.789], [0.294, 0.394, -1.766], [0.731, -1.306, -1.490], [-0.463, -1.414, 0.468], [-1.429, 0.687, 1.627], [-1.734, 1.323, 0.014], [-3.288, 0.707, -1.242], [0.807, -0.442, 1.803], [0.737, 1.928, 1.162], [2.338, 1.117, 1.540], [2.949, -0.030, -0.959], [2.545, -1.247, -0.309], [3.240, -0.962, -0.914]]}

***

Record 4
{"formula": "C15H31NS2", "method": "ωB97M-V/def2-TZVPD", "relative_energy_kj_mol": 238.3, "homo_lumo_gap_ev": 8.70, "lumo_energy_ev": 0.75, "smiles": "CC(C)CC1S[C@H](CC(C)C)N[C@@H](CC(C)C)S1", "molar_mass_da": 289.55, "charge": 0, "elements": ["S", "S", "N", "C", "C", "C", "C", "C", "C", "C", "C", "C", "C", "C", "C", "C", "C", "C", "H", "H", "H", "H", "H", "H", "H", "H", "H", "H", "H", "H", "H", "H", "H", "H", "H", "H", "H", "H", "H", "H", "H", "H", "H", "H", "H", "H", "H", "H", "H"], "positions_angstrom": [[0.643, 0.549, -2.497], [-0.027, -1.631, -0.595], [-1.593, 0.337, -0.809], [2.411, -3.719, -1.119], [4.635, -2.714, -1.758], [-1.526, 4.574, 0.505], [-2.884, 3.696, -1.384], [-0.121, -0.343, 3.233], [-2.018, -1.733, 3.419], [1.295, -0.623, -1.216], [2.442, -1.350, -1.910], [3.188, -2.502, -1.128], [-1.905, 3.251, -0.211], [-1.005, -1.418, 2.504], [-0.614, 2.637, -0.953], [-1.744, -0.822, 1.266], [-0.902, 1.311, -1.683], [-0.868, -0.184, 0.260], [-2.029, -0.419, -1.343], [1.846, -3.941, -2.020], [3.021, -4.642, -0.987], [1.712, -3.667, -0.233], [4.998, -3.662, -1.407], [4.528, -2.814, -2.828], [5.405, -1.901, -1.473], [-1.175, 5.377, -0.117], [-2.315, 4.785, 1.270], [-0.635, 4.215, 1.100], [-2.690, 4.746, -1.670], [-3.994, 3.630, -0.980], [-2.733, 3.187, -2.334], [0.550, 0.180, 2.467], [-0.723, 0.403, 3.858], [0.549, -0.927, 3.925], [-2.532, -2.669, 3.073], [-1.561, -1.989, 4.423], [-2.745, -0.929, 3.600], [1.795, -0.080, -0.408], [3.238, -0.653, -2.068], [2.130, -1.687, -2.887], [3.478, -2.329, -0.033], [-2.304, 2.445, 0.435], [-0.555, -2.331, 2.207], [-0.340, 3.321, -1.758], [0.239, 2.519, -0.258], [-2.402, -1.563, 0.787], [-2.361, 0.102, 1.559], [-1.669, 1.496, -2.466], [-0.133, 0.482, 0.641]]}

***

Record 5
{"formula": "C4H10NO", "method": "ωB97M-V/def2-TZVPD", "relative_energy_kj_mol": 439.6, "spin_multiplicity": 3, "homo_lumo_gap_ev": [5.01, 7.42], "lumo_energy_ev": [-3.24, -8.94], "molar_mass_da": 88.13, "charge": 1, "s_squared": 2.005, "elements": ["C", "C", "C", "C", "N", "O", "H", "H", "H", "H", "H", "H", "H", "H", "H", "H"], "positions_angstrom": [[0.630, 0.465, -0.406], [-0.603, -0.236, -0.027], [2.183, -0.432, -0.279], [-1.956, 0.249, -0.462], [0.106, 0.754, 0.941], [-0.473, -1.514, 0.361], [0.659, 1.266, -1.122], [2.043, -1.181, 0.486], [2.928, 0.310, -0.039], [2.343, -0.880, -1.248], [-2.708, -0.013, 0.283], [-2.228, -0.225, -1.403], [-1.968, 1.325, -0.610], [0.637, 0.352, 1.715], [-0.285, 1.669, 1.154], [-1.308, -1.910, 0.654]]}

***

Record 6
{"formula": "C25H21N4O4SbV", "method": "ωB97M-V/def2-TZVPD", "relative_energy_kj_mol": 7.1, "spin_multiplicity": 4, "homo_lumo_gap_ev": [6.74, 8.83], "lumo_energy_ev": [-0.08, -0.10], "molar_mass_da": 614.17, "charge": 0, "s_squared": 3.759, "elements": ["V", "C", "C", "C", "C", "C", "C", "N", "Sb", "C", "C", "C", "C", "C", "C", "N", "C", "C", "C", "C", "C", "C", "N", "H", "H", "H", "H", "H", "H", "H", "H", "H", "H", "H", "H", "H", "H", "H", "H", "H", "H", "O", "C", "O", "C", "C", "C", "C", "C", "N", "C", "O", "O", "H", "H", "H"], "positions_angstrom": [[0.080, -0.221, 0.052], [0.799, -2.359, 2.319], [0.377, -1.123, 3.048], [0.349, -1.108, 4.442], [-0.038, 0.028, 5.118], [-0.395, 1.148, 4.381], [-0.348, 1.078, 3.000], [0.029, -0.034, 2.338], [-0.922, 2.838, 1.917], [-2.298, 1.920, 0.550], [-3.590, 2.426, 0.575], [-4.488, 2.024, -0.400], [-4.042, 1.178, -1.393], [-2.737, 0.696, -1.361], [-2.247, -0.188, -2.467], [-1.889, 1.033, -0.375], [0.724, 2.916, 0.544], [1.443, 4.103, 0.554], [2.401, 4.318, -0.423], [2.567, 3.360, -1.399], [1.827, 2.182, -1.350], [2.004, 1.158, -2.430], [0.940, 1.950, -0.368], [1.046, -3.154, 3.020], [1.668, -2.135, 1.701], [-0.010, -2.689, 1.668], [0.636, -2.004, 4.976], [-0.064, 0.048, 6.200], [-0.704, 2.061, 4.872], [-3.882, 3.138, 1.336], [-5.506, 2.392, -0.399], [-4.695, 0.874, -2.200], [-2.784, 0.027, -3.390], [-2.420, -1.236, -2.228], [-1.180, -0.036, -2.632], [1.242, 4.855, 1.306], [2.984, 5.230, -0.436], [3.273, 3.503, -2.206], [2.227, 1.644, -3.379], [1.102, 0.555, -2.540], [2.841, 0.501, -2.197], [-2.559, -3.364, -0.844], [-1.595, -2.648, -0.620], [-1.503, -1.678, 0.220], [-0.286, -2.914, -1.351], [0.030, -4.073, -2.032], [1.351, -4.261, -2.421], [2.324, -3.341, -2.048], [1.919, -2.210, -1.366], [0.631, -1.976, -1.126], [2.841, -1.230, -0.656], [4.039, -1.258, -0.896], [2.218, -0.486, 0.188], [-0.743, -4.809, -2.203], [1.634, -5.158, -2.960], [3.378, -3.493, -2.233]]}

***

Record 7
{"formula": "C5H14O", "method": "ωB97M-V/def2-TZVPD", "relative_energy_kj_mol": 144.9, "spin_multiplicity": 2, "homo_lumo_gap_ev": [2.72, 10.11], "lumo_energy_ev": [3.86, 3.69], "molar_mass_da": 90.17, "charge": -1, "s_squared": 0.750, "elements": ["C", "C", "C", "C", "C", "H", "H", "H", "H", "H", "H", "H", "H", "H", "H", "H", "H", "H", "H", "O"], "positions_angstrom": [[0.151, -0.891, 2.101], [0.819, -1.507, 0.855], [1.404, -0.527, -0.175], [0.295, 0.294, -0.822], [-0.379, -0.445, -2.033], [0.150, -1.577, 2.895], [-0.931, -0.548, 1.907], [0.692, -0.121, 2.463], [0.188, -2.209, 0.300], [1.672, -2.049, 1.344], [2.086, 0.232, 0.279], [1.888, -1.024, -1.041], [-0.387, 0.708, -0.033], [0.642, 1.327, -1.116], [-0.232, 0.071, -3.070], [0.044, -1.455, -2.032], [-1.394, -0.124, -1.909], [-2.042, 1.924, -0.604], [-1.265, 3.280, -0.032], [-1.856, 2.502, 0.136]]}

***

Record 8
{"formula": "C27H29NO6P2PdS2", "method": "ωB97M-V/def2-TZVPD", "relative_energy_kj_mol": 0.0, "homo_lumo_gap_ev": 6.11, "lumo_energy_ev": 4.41, "molar_mass_da": 696.03, "charge": -2, "elements": ["Pd", "N", "C", "C", "C", "C", "C", "C", "P", "C", "C", "C", "C", "C", "C", "C", "C", "C", "C", "C", "C", "H", "H", "H", "H", "H", "H", "H", "H", "H", "H", "H", "H", "H", "H", "H", "H", "O", "S", "O", "O", "C", "C", "C", "C", "C", "C", "S", "O", "O", "O", "H", "H", "H", "H", "C", "P", "C", "C", "H", "H", "H", "H", "H", "H", "H", "H", "H"], "positions_angstrom": [[-0.652, -0.057, -0.346], [0.455, -1.950, 2.435], [0.189, -0.956, 3.327], [-0.185, -1.289, 4.643], [-0.378, -0.323, 5.608], [-0.207, 1.024, 5.304], [0.144, 1.369, 4.005], [0.337, 0.424, 3.003], [0.659, 0.850, 1.244], [0.633, 2.692, 1.329], [-0.621, 3.302, 1.243], [-0.750, 4.680, 1.275], [0.382, 5.485, 1.362], [1.633, 4.893, 1.423], [1.758, 3.506, 1.414], [2.466, 0.519, 1.135], [3.328, 0.631, 2.225], [4.681, 0.359, 2.084], [5.183, -0.042, 0.851], [4.330, -0.174, -0.233], [2.977, 0.105, -0.092], [0.038, -2.847, 2.628], [0.473, -1.775, 1.431], [-0.319, -2.338, 4.884], [-0.668, -0.624, 6.609], [-0.355, 1.790, 6.055], [0.261, 2.419, 3.761], [-1.496, 2.670, 1.128], [-1.733, 5.132, 1.212], [0.287, 6.564, 1.369], [2.521, 5.512, 1.477], [2.741, 3.057, 1.465], [2.929, 0.919, 3.191], [5.343, 0.442, 2.939], [6.237, -0.276, 0.746], [4.696, -0.536, -1.186], [2.298, -0.053, -0.921], [1.314, -4.425, -0.821], [1.255, -3.101, -1.403], [0.973, -2.037, -0.447], [2.390, -2.769, -2.260], [-0.166, -3.154, -2.548], [0.203, -3.140, -3.893], [-0.724, -3.268, -4.915], [-2.066, -3.401, -4.598], [-2.452, -3.388, -3.267], [-1.532, -3.269, -2.225], [-2.317, -3.381, -0.571], [-2.165, -4.775, -0.196], [-1.625, -2.440, 0.306], [-3.702, -2.994, -0.844], [1.255, -3.029, -4.115], [-0.392, -3.258, -5.947], [-2.816, -3.499, -5.375], [-3.496, -3.467, -2.998], [-2.229, 2.538, -2.105], [-1.994, 0.712, -1.975], [-3.752, 0.204, -1.881], [-1.670, 0.366, -3.750], [-2.939, 2.795, -2.899], [-1.270, 3.019, -2.305], [-2.597, 2.923, -1.153], [-4.336, 0.606, -2.717], [-4.172, 0.558, -0.938], [-3.810, -0.887, -1.861], [-2.436, 0.817, -4.391], [-1.660, -0.713, -3.904], [-0.688, 0.751, -4.030]]}

***

Record 9
{"formula": "C5H10O3", "method": "ωB97M-V/def2-TZVPD", "relative_energy_kj_mol": 177.7, "homo_lumo_gap_ev": 10.23, "lumo_energy_ev": 0.66, "smiles": "O=CCCCC=O.O", "molar_mass_da": 118.13, "charge": 0, "elements": ["O", "C", "C", "C", "C", "C", "O", "H", "H", "H", "H", "H", "H", "H", "H", "H", "H", "O"], "positions_angstrom": [[-2.089, 1.692, 0.417], [-2.075, 1.272, -0.716], [-1.495, -0.096, -0.963], [0.000, 0.014, -1.147], [0.745, 0.094, 0.204], [1.536, 1.395, 0.327], [2.146, 1.808, 1.275], [-2.583, 1.873, -1.482], [-1.753, -0.724, -0.097], [-1.956, -0.655, -1.785], [0.461, -0.824, -1.695], [0.250, 0.901, -1.752], [-0.038, 0.036, 0.954], [1.489, -0.688, 0.409], [1.605, 1.915, -0.639], [0.628, -3.113, 2.182], [1.799, -2.327, 2.667], [1.330, -2.573, 1.841]]}